The following is a DFT calculation (ωB97M-V/def2-TZVPD) of a structure of composition C37H51F3FeN4OPS.

Positions of all 99 atoms, in Å:
C: 4.486 2.472 0.746
H: 0.371 0.664 -3.798
N: -3.215 0.832 0.677
H: -0.791 1.395 -2.696
H: 0.301 2.565 -0.345
C: -2.298 2.229 2.486
C: -0.265 -2.886 1.041
H: 0.099 4.941 -1.452
H: -4.116 -3.122 -2.314
H: 0.531 -3.909 -2.461
H: 1.148 -3.766 -5.191
H: -0.068 4.920 -3.903
H: -2.932 -3.254 3.216
F: -0.733 -3.679 -0.003
C: 1.239 1.749 -2.129
C: 1.531 -1.244 -2.242
C: -4.062 -2.982 -1.243
H: 2.899 -0.987 0.053
F: -0.556 -3.690 2.141
O: 0.139 0.096 -0.262
C: -3.561 -2.414 2.907
C: 0.425 4.078 -3.413
C: -3.037 1.043 1.973
C: 0.086 2.769 -4.142
C: 2.901 0.101 -0.090
H: 1.761 3.423 -0.854
H: 5.442 2.217 -1.185
H: -5.550 -3.817 1.670
C: -2.376 3.353 1.513
H: 2.333 -3.740 -3.894
C: 1.196 -0.229 5.740
C: 0.156 -1.807 -2.620
H: -4.619 -0.254 2.539
C: 4.206 0.495 -0.789
C: -4.850 -3.378 0.970
C: -2.250 -1.240 4.548
H: 1.503 4.264 -3.459
N: -2.848 -1.186 3.219
H: -2.524 3.882 -0.543
C: -3.804 -2.589 1.435
H: 2.206 1.926 -2.613
C: 1.258 -1.213 3.574
C: 1.933 -0.672 4.652
C: -4.973 -3.594 -0.392
H: -0.623 -3.487 -3.709
H: -2.600 2.519 3.495
C: 3.133 2.187 1.396
H: 4.714 3.541 0.789
H: 3.458 0.153 1.973
H: -0.371 -1.144 -3.307
H: -5.765 -4.222 -0.780
H: 4.198 0.173 -1.835
H: 1.766 0.563 1.689
H: -3.823 0.567 3.893
N: -2.943 -2.005 0.621
H: 0.767 2.629 -4.986
C: -0.768 -0.949 4.589
N: -0.066 -1.339 3.530
H: -2.168 4.357 1.865
H: 3.439 -1.444 -3.250
H: 2.354 2.775 0.911
H: 3.136 2.484 2.446
H: -4.522 -2.492 3.442
H: 3.708 2.542 -1.252
C: -3.647 0.052 2.942
H: -3.041 1.521 -1.267
C: 0.855 2.935 -1.215
H: -2.365 -2.253 4.947
F: 1.126 -3.045 0.905
C: 2.443 -1.055 -3.476
H: 2.665 -1.847 -5.472
C: 4.484 1.996 -0.706
C: 2.780 0.708 1.313
H: 1.044 -1.266 -5.119
H: -2.762 -0.567 5.244
H: -1.055 3.694 -1.902
H: -0.446 -1.887 -1.719
C: -0.179 -0.385 5.708
H: 1.679 0.235 6.590
C: 1.462 -3.216 -4.301
H: 5.027 -0.035 -0.294
H: -2.367 -1.653 -1.309
C: 0.325 -3.190 -3.254
H: -0.795 -0.048 6.532
H: 5.275 1.946 1.297
C: 1.897 -1.805 -4.696
H: 1.790 -1.571 2.699
C: -3.080 -2.184 -0.688
C: 0.000 3.976 -1.951
H: 1.974 -1.997 -1.581
P: 1.355 0.213 -1.107
H: 3.012 -0.590 4.637
S: -0.496 1.671 2.666
H: 2.565 0.002 -3.728
Fe: -1.060 -0.767 1.503
H: -0.925 2.829 -4.552
C: -2.885 1.774 -0.221
C: -2.563 3.085 0.194
C: 0.165 1.553 -3.204

Output
Largest force on an atom in eV Å⁻¹: 0.88
E_tot in eV: -109870.622
<S²>: 6.0107
M in g mol⁻¹: 743.72
Charge: -1
Energy above the lowest of the compared OMol25 structures with the same formula, charge and spin in kcal/mol: 23.34
2S+1: 5
HOMO-LUMO gap (alpha / beta) in eV: 4.32 / 4.33

***

The following is a DFT calculation (ωB97M-V/def2-TZVPD) of an isolated molecule of C5H7N.

Positions of all 13 atoms, in Å:
H: -0.226 2.022 0.417
C: -0.470 0.987 0.205
C: 0.413 0.015 -0.038
C: -1.837 0.361 0.118
H: 2.269 -0.344 -1.058
N: -0.334 -1.167 -0.343
H: -2.662 0.972 -0.262
H: 2.320 0.972 0.129
C: -1.659 -1.046 -0.415
C: 1.906 -0.018 -0.075
H: 2.307 -0.715 0.670
H: 0.123 -2.059 -0.476
H: -2.149 0.022 1.127

Output
Largest force on an atom in eV Å⁻¹: 0.57
E_tot in eV: -6786.310
M in g mol⁻¹: 81.12
Energy above the lowest of the compared OMol25 structures with the same formula, charge and spin in kcal/mol: 50.79
HOMO-LUMO gap in eV: 9.21

***

The following is a DFT calculation (ωB97M-V/def2-TZVPD) of an isolated molecule of C5H8N2O in a non-equilibrium geometry.

Positions of all 16 atoms, in Å:
H: 4.239 -1.355 0.160
C: 0.921 1.589 0.222
H: 0.876 2.631 0.065
H: -1.462 -1.638 1.009
H: -2.220 -0.549 -0.125
C: -1.319 -1.235 0.019
H: -2.363 0.927 0.916
C: 3.435 -0.862 -0.340
C: -1.483 1.523 0.760
O: -0.210 -0.368 -0.129
N: 2.037 0.956 -0.037
N: 2.790 0.003 0.318
H: -1.135 -2.041 -0.622
H: -1.597 2.584 0.751
H: 3.213 -1.030 -1.317
C: -0.342 0.909 0.305

Output
Structure (SMILES): C=N/N=C\C(=C)OC
Largest force on an atom in eV Å⁻¹: 3.60
E_tot in eV: -10337.915
M in g mol⁻¹: 112.13
Energy above the lowest of the compared OMol25 structures with the same formula, charge and spin in kcal/mol: 110.96
HOMO-LUMO gap in eV: 8.48

***

The following is a DFT calculation (ωB97M-V/def2-TZVPD) of a cluster of 2 separate species, C4H11NO3 in total in a non-equilibrium geometry.

Positions of all 19 atoms, in Å:
H: -2.296 1.301 -1.733
H: -0.516 2.169 1.233
O: 0.322 2.098 1.559
H: 1.620 0.149 0.862
C: 1.954 -0.709 0.259
C: -0.109 -0.270 -1.098
H: 2.869 -0.468 -0.539
O: 0.221 0.272 -2.140
C: -2.329 0.828 -0.894
C: 0.815 -1.301 -0.491
H: -3.475 0.674 -0.540
H: 1.924 -2.152 1.686
H: 1.070 -2.112 -1.228
H: 0.481 2.525 2.333
H: 0.107 -1.814 0.317
H: -1.673 -0.792 0.191
N: -1.479 -0.360 -0.677
O: 2.576 -1.628 1.049
H: -2.081 1.590 -0.147

Output
Structure (SMILES): CNC(=O)CCO.O
Largest force on an atom in eV Å⁻¹: 8.22
E_tot in eV: -11956.867
M in g mol⁻¹: 121.14
Energy above the lowest of the compared OMol25 structures with the same formula, charge and spin in kcal/mol: 74.79
HOMO-LUMO gap in eV: 10.14

***

The following is a DFT calculation (ωB97M-V/def2-TZVPD) of a structure of composition C44H55AsN2NiP2S2Si2Te in a non-equilibrium geometry.

Positions of all 110 atoms, in Å:
H: -2.288 -5.314 1.102
H: 3.518 -3.774 2.737
C: 6.082 -1.061 -3.630
C: 4.192 -1.909 0.187
C: -1.815 -0.129 4.827
H: 3.989 5.057 2.929
C: -5.192 0.831 0.325
C: 0.932 -0.144 4.468
C: -1.256 -4.959 1.051
H: -1.402 -0.604 6.880
H: -3.640 0.078 -0.964
C: 2.968 2.205 1.407
H: 7.151 -0.956 -3.772
H: -2.587 3.436 1.449
C: -4.598 2.732 1.664
C: 2.177 3.995 3.374
C: -5.540 1.790 1.268
H: 4.902 -2.724 0.368
H: -1.081 2.125 -5.556
C: -3.267 2.429 -3.413
H: -3.015 -4.217 3.269
H: -3.360 -3.070 0.664
H: -3.132 -1.695 1.776
H: 5.305 -0.829 2.691
H: -2.899 3.458 -3.395
H: -4.858 3.484 2.400
S: 0.643 -2.750 -1.169
H: -1.706 -1.138 -4.219
H: -0.074 2.746 -4.225
H: -3.850 2.296 -4.331
H: -0.011 -4.075 -5.851
H: -2.876 -0.222 -5.185
H: -0.924 -4.910 0.015
C: -0.519 0.493 0.649
C: -1.861 -4.149 -4.759
C: -1.141 5.577 -1.285
C: 1.772 1.986 2.087
H: -2.891 -0.126 4.960
H: -3.524 -4.090 -3.402
C: -2.071 -3.721 3.515
S: 3.723 -1.994 -3.599
C: 5.253 -0.056 -3.052
Si: -1.837 1.185 -3.404
H: -1.857 6.338 -1.572
C: -0.981 -0.398 5.903
N: 1.810 -0.629 1.195
C: 3.932 -0.414 -2.969
C: -2.964 1.761 0.162
C: -2.501 -0.390 -4.169
H: -2.632 4.056 -1.115
H: 0.552 6.897 -1.395
H: -1.905 0.339 2.715
C: -1.273 0.128 3.572
C: 1.383 2.898 3.064
H: -2.295 -1.690 0.222
Te: 2.331 0.786 -2.330
C: 5.383 -2.179 -3.977
H: 5.759 -3.088 -4.419
H: 2.008 -0.145 4.332
H: 0.187 1.116 -4.821
Si: 3.133 -1.553 1.683
C: -2.646 -2.329 1.032
H: -2.275 -2.838 4.121
C: 0.398 -0.409 5.720
N: -1.223 0.808 -1.864
C: -2.460 -3.916 -3.529
P: 0.789 0.472 1.699
H: -3.943 2.298 -2.564
H: 5.613 0.901 -2.702
H: 2.173 5.120 -0.763
P: -1.221 1.540 -0.443
H: 1.386 2.851 -0.306
H: -3.312 -0.818 -3.572
C: -1.578 4.286 -1.024
H: 4.755 -1.023 -0.120
H: -0.607 -5.650 1.593
C: -0.680 3.286 -0.647
H: 1.869 4.683 4.153
H: 4.058 0.361 3.061
C: 1.114 4.902 -0.828
C: 0.104 0.126 3.381
C: 0.247 -3.447 -3.822
H: 3.276 1.492 0.648
H: -2.445 -4.509 -5.598
H: -5.916 0.086 0.014
H: -1.451 -4.404 4.100
C: 0.209 5.890 -1.184
H: -6.537 1.804 1.692
H: 1.305 -3.256 -3.934
H: 4.131 -1.156 3.969
Ni: 0.582 -0.429 -0.850
H: 0.452 2.745 3.600
C: 2.636 -3.197 2.437
C: 0.668 3.614 -0.563
C: 4.255 -0.711 2.976
H: 2.071 -3.776 1.701
C: -1.712 -3.454 -2.455
H: -2.191 -3.268 -1.502
C: -3.319 2.705 1.122
H: 4.677 3.469 1.151
H: 1.055 -0.622 6.556
C: -0.584 1.861 -4.616
H: 1.994 -3.053 3.310
C: 3.754 3.311 1.697
C: -0.340 -3.214 -2.572
C: -0.500 -3.903 -4.898
C: 3.366 4.204 2.688
H: 3.550 -2.194 -0.650
As: -1.088 -3.180 1.871
C: -3.916 0.819 -0.220

Output
Largest force on an atom in eV Å⁻¹: 1.44
E_tot in eV: -214684.794
<S²>: 2.0093
M in g mol⁻¹: 1055.41
Charge: -2
Energy above the lowest of the compared OMol25 structures with the same formula, charge and spin in kcal/mol: 0.00
2S+1: 3
HOMO-LUMO gap (alpha / beta) in eV: 5.79 / 5.77

***

The following is a DFT calculation (ωB97M-V/def2-TZVPD) of a cluster of 7 separate species, C45H92FNO19S7 in total in a non-equilibrium geometry.

Positions of all 165 atoms, in Å:
O: -0.623 -3.149 -3.367
H: -0.236 5.484 -3.522
C: -5.595 3.294 4.938
C: 1.828 4.327 -5.006
H: -5.174 2.510 -6.720
H: -4.317 6.234 -6.800
H: 4.989 -5.124 -2.097
H: -0.822 2.898 -0.708
H: -1.919 4.216 -0.100
C: 2.625 1.802 3.714
H: 4.792 1.621 3.292
C: 1.440 2.971 -4.406
C: 1.495 -0.231 2.434
O: 2.595 -0.864 -6.410
H: -5.297 -3.666 5.632
H: -0.315 -2.244 -3.249
O: 1.236 2.855 -1.771
S: 3.355 -0.490 -5.244
H: 7.396 -8.653 -2.380
C: -6.542 2.058 2.768
C: 1.137 -1.756 2.459
H: 3.605 -0.581 4.962
H: 1.330 -1.317 6.634
H: -7.593 4.032 5.378
H: -6.601 0.984 2.619
H: -6.402 -2.270 5.755
H: 3.048 -0.988 -2.959
H: 3.813 0.603 0.235
H: -2.183 0.428 1.833
N: 3.405 -0.519 3.977
H: -7.682 -3.043 3.812
C: 0.346 -3.589 -1.199
C: -5.199 -3.185 2.515
C: -4.539 5.200 -6.544
H: 1.921 -4.163 0.814
H: 2.132 2.327 4.533
H: 1.062 4.648 -5.715
H: -5.686 -2.597 1.739
H: -0.285 3.440 1.850
H: -0.921 -1.372 6.321
H: 1.828 -1.804 -3.977
C: -0.223 0.550 0.953
H: -4.246 -3.561 2.150
H: 1.968 6.358 -4.209
O: -4.280 3.413 2.650
H: 5.192 -7.561 -2.250
H: -4.934 4.115 5.206
H: -3.433 0.676 -0.334
C: -2.398 0.328 -0.285
H: -6.914 4.614 3.856
C: -0.915 -3.619 -2.050
H: -0.377 0.852 6.142
H: -1.332 -4.624 -2.101
H: -5.496 -5.136 3.396
H: 4.118 0.393 1.938
C: 4.119 2.001 4.057
H: 5.596 -1.673 -3.391
C: 6.041 -7.034 -1.810
S: 0.495 3.324 -2.920
C: -0.369 -1.848 5.507
C: 0.977 -3.655 1.055
C: -4.173 2.833 -7.012
H: 6.003 -7.175 -0.731
H: 0.276 1.370 0.430
H: -1.820 4.095 2.340
H: -6.602 2.571 1.810
O: -0.016 -3.943 0.121
O: 1.155 -2.265 1.139
O: 0.225 0.392 2.300
O: 7.437 -4.411 -4.067
H: -0.906 -1.579 4.602
O: 5.363 -5.672 -4.735
H: 1.767 -2.046 5.134
S: -4.896 -2.095 3.915
O: -5.493 -0.814 3.644
C: 1.316 0.127 5.043
C: 5.984 -5.555 -2.179
H: 4.372 1.657 5.059
H: 5.118 -1.579 -6.392
H: -3.599 2.308 -4.964
O: 3.998 -2.622 1.689
C: -2.013 2.419 1.056
H: -6.745 -4.692 2.241
S: -3.463 4.671 -5.213
H: 1.966 0.598 5.791
H: -0.162 -0.377 0.381
H: 1.562 2.294 1.797
O: 3.401 0.882 -4.792
C: 3.528 0.005 1.107
H: -2.238 2.805 -5.997
C: 1.907 5.331 -3.849
O: 2.172 0.012 1.198
H: -1.672 -2.951 -1.625
H: -3.774 2.083 -7.694
H: 8.195 -7.186 -1.831
C: 2.071 4.114 2.822
H: 8.462 -6.857 -4.158
O: -2.192 5.339 -5.360
C: 0.652 5.105 -3.015
C: 7.437 -7.051 -3.852
H: -8.514 2.851 3.233
H: -5.642 2.567 5.748
H: 3.406 -1.421 3.524
S: -4.945 2.451 3.497
C: 7.350 -7.566 -2.410
H: 1.249 4.115 3.541
O: -4.277 1.247 3.905
H: -2.358 -0.765 -0.297
C: -1.798 3.145 -0.287
C: 5.200 -2.162 -4.285
C: -3.288 2.971 -5.767
H: 3.808 -3.319 -3.057
H: -1.898 0.672 -1.196
C: 3.813 -2.740 -3.979
H: 0.765 -2.577 -1.271
C: 2.359 2.643 2.441
H: -7.858 1.771 4.457
H: -7.440 -4.515 4.756
H: -5.566 5.112 -6.190
H: 0.122 -1.857 2.848
H: 6.696 -4.973 -1.595
H: -1.295 2.629 3.131
H: 2.314 2.393 -4.108
F: 5.773 -1.270 0.735
C: -7.600 2.566 3.753
H: -3.072 2.505 1.271
S: 6.517 -5.506 -3.888
H: 0.825 2.386 -5.084
C: -1.724 0.912 0.961
H: -2.620 2.883 -0.952
O: 3.959 -1.972 -0.670
H: -3.299 4.456 -8.146
C: -5.935 -2.979 5.077
H: 1.704 4.638 1.937
O: -3.521 -2.208 4.323
H: 2.951 4.618 3.216
H: 0.627 -4.039 2.019
H: -0.771 0.619 4.453
C: -6.106 -4.306 3.034
C: 2.169 0.267 3.718
C: 5.028 -1.127 -5.405
C: 0.020 0.938 5.125
H: 3.286 2.678 1.854
H: 4.264 3.087 4.076
O: -0.882 2.966 -3.134
H: -5.028 4.254 -8.440
C: -1.286 3.154 2.177
H: 2.770 4.259 -5.548
H: 5.730 -0.302 -5.312
H: 3.499 -3.398 -4.792
C: 2.878 -1.543 -3.881
H: 0.717 5.516 -2.009
H: -0.407 -2.917 5.721
C: -6.989 3.747 4.517
C: -4.254 4.215 -7.673
H: 1.097 -4.283 -1.598
H: 5.905 -2.936 -4.570
C: -6.928 -3.732 4.197
C: 1.080 -1.320 5.567
S: 4.237 -1.635 0.687
H: 1.791 -2.354 3.099
O: -4.190 4.705 -3.971
H: 6.963 -7.734 -4.554
H: 2.796 5.132 -3.246
H: 0.183 2.005 4.965

Output
Structure (SMILES): CC[C@H](C)C(N)([C@@H](C)CC)[C@@](COCOCCO)(OC[C@H](C)C(C)C)OCS(=O)(=O)F.O=S1(=O)CCCC1.O=S1(=O)CCCC1.O=S1(=O)CCCC1.O=S1(=O)CCCC1.O=S1(=O)CCCC1.O=S1(=O)CCCC1
Largest force on an atom in eV Å⁻¹: 2.12
E_tot in eV: -167109.681
M in g mol⁻¹: 1194.69
HOMO-LUMO gap in eV: 9.18